A cluster of 12 separate species, C6H36NO12 in total in a non-equilibrium geometry, computed with ωB97M-V with the def2-TZVPD basis set.

Positions of all 55 atoms, in Å:
C 2.85238 -0.56429 -0.19600
O 3.67195 0.61907 -0.33724
C 1.87181 -0.31724 0.95886
C 0.50182 -0.72314 0.51867
C -0.39077 -0.99007 1.73257
C -1.33672 -0.24101 2.26405
C -0.22967 -2.40967 2.14456
N 1.98006 1.12551 1.37109
H 2.45799 -0.76231 -1.24887
H 3.61542 -1.41275 0.02927
H 4.36995 0.51500 -1.02453
H 1.99832 -1.00206 1.90178
H 0.52222 -1.69634 -0.00256
H 0.10403 0.05203 -0.11693
H -1.66750 0.81189 1.89493
H -1.91291 -0.55354 3.06835
H -0.06734 -3.06410 1.28745
H -1.23351 -2.83968 2.42050
H 0.45316 -2.51651 3.06391
H 1.25270 1.39814 2.17900
H 2.90091 1.32975 1.55812
H 1.60254 1.75456 0.61798
H -1.02489 -4.09415 -2.27819
H -0.63289 -4.64134 -0.98656
O -0.38525 -4.64899 -1.84323
H 0.02956 2.68428 -1.00721
H 1.28856 3.53327 -1.13899
O 0.76403 3.06775 -0.54128
H -0.49795 1.00858 -2.12753
H -1.50808 1.96365 -2.85861
O -1.08570 1.81205 -2.04087
H 0.46839 -1.23767 -2.75029
H -0.94463 -0.82023 -2.67836
O -0.15427 -0.45270 -2.89128
H -3.17503 -2.25194 -2.72042
H -2.73867 -1.23998 -1.61990
O -2.43564 -1.80057 -2.28045
H 1.15542 -3.25464 -2.05522
H 1.97598 -2.72881 -3.20896
O 1.66466 -2.39571 -2.35349
H -1.37081 4.38662 1.92997
H -0.09091 3.60766 1.48621
O -0.87748 3.64346 2.11341
H -3.95354 -2.61279 -4.42662
H -4.59739 -1.44355 -3.69890
O -4.26694 -2.28277 -3.63556
H 2.40091 2.86330 3.50111
H 3.15037 3.94733 2.75892
O 3.00652 3.08042 2.73532
H 0.09402 1.80244 4.40378
H 0.17334 3.32784 4.03392
O 0.63324 2.54701 3.99667
H -2.84320 1.65036 -1.15258
H -4.16645 1.44807 -0.24965
O -3.37208 1.01853 -0.50007

Summary:
HOMO-LUMO gap ... 10.190 eV
Energy above the lowest of the compared OMol25 structures with the same formula, charge and spin ... 2.105 eV
Charge ... +1
HOMO level ... -12.310 eV